Entry 1:
{
  "formula": "C3H13N2S",
  "method": "ωB97M-V/def2-TZVPD",
  "total_energy_ev": -17130.624,
  "homo_lumo_gap_ha": 0.349,
  "lumo_ha": -0.1213,
  "total_charge": 1,
  "multiplicity": 1,
  "e_homo_ev": -12.81,
  "species": ["C", "N", "H", "H", "H", "H", "H", "C", "C", "S", "N", "H", "H", "H", "H", "H", "H", "H", "H"],
  "xyz": [[-0.750, 2.096, -1.384], [0.517, 1.329, -1.108], [-0.666, 3.105, -0.983], [-1.616, 1.602, -0.908], [-0.933, 2.127, -2.462], [1.297, 1.770, -1.673], [0.749, 1.416, -0.141], [-0.111, -1.678, 0.487], [0.090, -0.619, 1.567], [-0.554, -1.162, 3.206], [0.664, -1.394, -0.752], [-1.165, -1.806, 0.169], [0.177, -2.696, 0.795], [-0.428, 0.294, 1.277], [1.114, -0.396, 1.731], [-1.012, 0.102, 3.397], [0.451, -2.114, -1.469], [1.698, -1.607, -0.622], [0.479, -0.372, -1.127]],
  "forces_ev_per_a": [[0.191, -0.406, 0.248], [0.090, 0.467, -1.909], [-0.145, 0.059, -0.161], [0.489, 0.125, -0.173], [0.117, 0.012, 0.286], [-1.154, -0.717, 1.036], [0.356, 0.408, 0.604], [-0.663, -1.071, 0.172], [-0.940, -0.566, -0.136], [-0.294, 0.871, -0.620], [1.469, -1.139, -0.982], [0.445, 0.484, 0.339], [0.100, 0.473, 0.251], [-0.017, -0.077, 0.087], [1.136, 0.169, -0.198], [-0.017, -0.634, 0.420], [-0.382, 0.706, 0.321], [-1.379, 1.003, 0.128], [0.600, -0.167, 0.285]],
  "nbo_charge": [-0.4200, -0.8637, 0.2074, 0.2006, 0.2202, 0.3979, 0.3699, -0.2397, -0.5430, 0.0147, -0.7284, 0.2340, 0.2279, 0.2199, 0.2204, 0.1469, 0.4338, 0.4306, 0.4707]
}



Entry 2:
{
  "formula": "C3H13N3",
  "method": "ωB97M-V/def2-TZVPD",
  "total_energy_ev": -7791.280,
  "homo_lumo_gap_ha": 0.350,
  "lumo_ha": 0.0399,
  "total_charge": 0,
  "smiles": "CNC.NCN",
  "multiplicity": 1,
  "e_homo_ev": -8.44,
  "species": ["C", "N", "C", "H", "H", "H", "H", "H", "H", "H", "N", "C", "N", "H", "H", "H", "H", "H", "H"],
  "xyz": [[-1.594, 1.707, -0.528], [-1.524, 0.320, -0.917], [-0.513, -0.011, -1.918], [-0.611, 2.157, -0.388], [-2.071, 2.443, -1.243], [-2.151, 1.823, 0.414], [-2.440, -0.085, -1.007], [-0.807, 0.277, -2.937], [-0.351, -1.074, -1.783], [0.357, 0.598, -1.685], [1.755, 0.215, 1.469], [0.685, -0.781, 1.404], [1.148, -2.118, 1.133], [2.420, -0.005, 2.196], [2.223, 0.457, 0.610], [0.107, -0.739, 2.332], [-0.004, -0.431, 0.622], [1.719, -2.237, 0.310], [1.651, -2.515, 1.916]],
  "forces_ev_per_a": [[-0.778, 1.243, -0.251], [0.469, 0.822, 0.432], [-1.338, 0.493, 0.421], [0.253, -0.438, 0.252], [0.104, -0.857, 0.182], [0.220, -0.133, -0.209], [0.073, -0.217, -0.409], [0.055, -0.370, -0.070], [0.540, -0.175, -0.574], [0.333, -0.329, 0.122], [-0.474, 0.544, 0.902], [0.731, 0.925, -1.037], [-0.626, -0.990, 0.448], [0.168, 0.061, -0.147], [-0.088, -0.341, -0.121], [0.278, -0.267, 0.004], [0.143, -0.398, 0.185], [-0.049, 0.383, -0.121], [-0.014, 0.044, -0.009]],
  "nbo_charge": [-0.4167, -0.6437, -0.4150, 0.1942, 0.1549, 0.1993, 0.3675, 0.1724, 0.2056, 0.1902, -0.8708, -0.0804, -0.8569, 0.3484, 0.3560, 0.1796, 0.2110, 0.3553, 0.3494]
}



Entry 3:
{
  "formula": "C3H13N3",
  "method": "ωB97M-V/def2-TZVPD",
  "total_energy_ev": -7790.442,
  "homo_lumo_gap_ha": 0.341,
  "lumo_ha": 0.0268,
  "total_charge": 0,
  "multiplicity": 1,
  "e_homo_ev": -8.54,
  "species": ["C", "N", "N", "N", "H", "H", "H", "H", "H", "H", "H", "C", "C", "H", "H", "H", "H", "H", "H"],
  "xyz": [[1.628, -0.124, -0.111], [0.850, -0.980, -0.690], [2.767, -0.455, 0.593], [1.475, 1.229, -0.367], [-0.517, 0.277, 2.081], [-0.765, -0.919, -0.221], [1.197, -1.934, -0.665], [0.768, 1.422, -1.060], [2.315, 1.776, -0.487], [3.049, -1.420, 0.633], [3.322, 0.281, 0.997], [-1.939, -0.676, 0.082], [-2.332, 0.581, -0.686], [-1.835, 1.450, -0.255], [-2.026, 0.501, -1.731], [-2.454, -1.528, -0.372], [-2.373, -0.670, 1.080], [0.279, 0.434, 1.872], [-3.409, 0.754, -0.692]],
  "forces_ev_per_a": [[0.984, -1.059, -1.848], [1.186, 0.740, -0.177], [-0.496, 0.503, -0.063], [-0.373, 0.038, 0.582], [2.571, 0.496, -0.607], [-3.177, 0.754, 1.882], [-0.136, 0.020, 0.578], [0.011, -0.097, 0.058], [-0.082, -0.170, 0.134], [0.030, 0.294, 0.184], [0.086, -0.365, 0.064], [1.241, -1.074, -1.916], [0.043, -0.073, 0.019], [-0.072, 0.196, -0.026], [0.087, 0.030, -0.028], [-0.185, -0.077, -0.218], [0.846, 0.131, 0.437], [-2.539, -0.405, 0.842], [-0.023, 0.118, 0.102]],
  "nbo_charge": [0.6039, -0.7990, -0.8422, -0.8374, 0.0179, 0.2870, 0.3500, 0.4057, 0.3842, 0.4026, 0.3934, -0.6892, -0.6100, 0.1875, 0.1948, 0.1851, 0.1924, -0.0216, 0.1950]
}



Entry 4:
{
  "formula": "C3H13N3",
  "method": "ωB97M-V/def2-TZVPD",
  "total_energy_ev": -7780.485,
  "homo_lumo_gap_ha": [0.407, 0.094],
  "lumo_ha": [-0.1151, -0.3545],
  "total_charge": 1,
  "multiplicity": 2,
  "e_homo_ev": [-14.22, -12.20],
  "species": ["C", "C", "N", "H", "H", "H", "H", "H", "H", "H", "N", "C", "N", "H", "H", "H", "H", "H", "H"],
  "xyz": [[-0.080, -3.600, 0.510], [-0.153, -2.457, 1.457], [1.057, -1.607, 1.058], [-0.695, -4.404, 0.735], [-0.520, -3.365, -0.558], [0.889, -3.917, 0.324], [-1.081, -2.017, 1.555], [-0.077, -2.850, 2.558], [1.219, -1.426, 0.117], [0.934, -0.647, 1.216], [-1.484, 3.101, -0.348], [-0.039, 2.468, -0.699], [0.756, 3.530, -1.468], [-1.537, 3.933, -0.873], [-2.072, 2.480, -0.851], [0.571, 2.273, 0.228], [-0.219, 1.632, -1.299], [1.734, 3.575, -1.173], [0.796, 3.299, -2.489]],
  "forces_ev_per_a": [[-2.471, 1.223, -3.168], [3.924, -1.463, 1.055], [-2.282, -0.251, 2.290], [-0.951, -1.672, 1.050], [0.918, 0.213, 1.830], [1.905, -0.701, 0.002], [-1.950, 1.818, -0.596], [0.777, 0.717, -1.771], [0.368, -1.674, -2.889], [-0.262, 1.804, 2.195], [3.463, -2.262, -0.664], [1.596, 4.866, 1.679], [-0.955, -3.335, -0.330], [-0.055, 1.991, -0.333], [-1.468, -0.800, -0.003], [-1.212, -0.073, -0.861], [-0.365, -1.468, -0.934], [-0.446, 0.400, 0.388], [-0.535, 0.666, 1.061]],
  "nbo_charge": [-0.6174, -0.2377, -0.6382, 0.2321, 0.1977, 0.2246, 0.2157, 0.2306, 0.3580, 0.3464, -0.5462, -0.0956, -0.6502, 0.3771, 0.3623, 0.2211, 0.2229, 0.4009, 0.3959]
}



Entry 5:
{
  "formula": "C3H13N3O",
  "method": "ωB97M-V/def2-TZVPD",
  "total_energy_ev": -9838.328,
  "homo_lumo_gap_ha": 0.325,
  "lumo_ha": 0.0267,
  "total_charge": 0,
  "multiplicity": 1,
  "e_homo_ev": -8.11,
  "species": ["N", "C", "C", "N", "H", "H", "H", "H", "H", "H", "H", "H", "H", "N", "C", "O", "H", "H", "H", "H"],
  "xyz": [[0.971, 1.481, -0.111], [1.112, 0.513, -1.227], [-0.262, 0.171, -1.775], [-0.172, -0.535, -3.052], [0.651, 2.365, -0.498], [-0.329, 0.731, 1.294], [1.885, 1.685, 0.275], [1.729, 0.909, -2.037], [1.612, -0.373, -0.835], [-0.819, -0.388, -1.015], [-0.796, 1.116, -1.918], [-0.079, -1.530, -2.894], [-1.005, -0.402, -3.611], [-0.868, 0.118, 1.931], [-0.244, -1.436, 2.765], [-1.223, -1.925, 3.345], [-1.212, 0.643, 2.730], [-1.688, -0.254, 1.462], [0.152, -1.930, 1.852], [0.586, -0.958, 3.317]],
  "forces_ev_per_a": [[0.059, -0.016, -0.346], [0.098, 0.316, 0.260], [-0.060, 0.066, 0.024], [0.011, 0.032, 0.112], [-0.060, -0.045, 0.060], [-0.083, -0.268, 0.172], [0.007, -0.090, 0.088], [-0.017, -0.052, -0.081], [-0.013, -0.095, -0.021], [-0.045, 0.024, 0.018], [-0.030, -0.075, -0.139], [0.051, -0.031, -0.074], [0.002, 0.002, 0.070], [-0.254, 0.740, -0.352], [0.364, -1.111, 0.238], [0.031, 0.189, 0.066], [0.054, 0.001, -0.045], [0.077, 0.033, -0.014], [-0.079, 0.177, -0.149], [-0.113, 0.204, 0.112]],
  "nbo_charge": [-0.8526, -0.2248, -0.2222, -0.8369, 0.3565, 0.4207, 0.3677, 0.1827, 0.1884, 0.1673, 0.1812, 0.3574, 0.3634, -0.9229, 0.2417, -0.7205, 0.3876, 0.3871, 0.0856, 0.0925]
}



Entry 6:
{
  "formula": "C3H13N3O",
  "method": "ωB97M-V/def2-TZVPD",
  "total_energy_ev": -9838.570,
  "homo_lumo_gap_ha": 0.334,
  "lumo_ha": 0.0335,
  "total_charge": 0,
  "smiles": "NCCNCN.O",
  "multiplicity": 1,
  "e_homo_ev": -8.17,
  "species": ["N", "C", "C", "N", "C", "N", "H", "H", "H", "H", "H", "H", "H", "H", "H", "H", "H", "O", "H", "H"],
  "xyz": [[2.152, 0.562, -0.363], [1.905, -0.893, -0.258], [0.390, -1.110, -0.502], [-0.420, -0.330, 0.383], [-1.835, -0.116, 0.277], [-2.471, -0.041, 1.610], [2.990, 0.802, 0.156], [2.331, 0.886, -1.303], [2.322, -1.328, 0.634], [2.351, -1.347, -1.141], [0.136, -0.910, -1.534], [0.092, -2.171, -0.309], [-0.266, -0.202, 1.372], [-2.341, -0.872, -0.349], [-2.137, 0.839, -0.126], [-2.160, 0.833, 2.060], [-2.034, -0.712, 2.250], [-0.627, 1.911, -1.204], [-0.040, 1.389, -0.614], [-0.338, 2.810, -1.038]],
  "forces_ev_per_a": [[0.664, 0.118, 1.012], [-1.113, 1.041, -2.395], [-0.323, -1.698, 1.916], [-0.611, 1.694, 0.634], [-1.626, -0.393, 0.206], [0.974, -0.031, 0.720], [-0.126, 0.071, 0.046], [-0.173, -0.339, -0.215], [-0.147, 0.013, 0.438], [0.424, -0.630, 0.246], [0.011, 0.400, -0.273], [0.723, 0.142, -0.565], [1.362, -0.560, -0.266], [0.231, -0.086, 0.362], [0.372, 0.220, -0.629], [-0.460, -0.111, -0.557], [-0.459, -0.382, -0.390], [0.645, 0.265, 0.024], [-0.348, -0.008, -0.132], [-0.018, 0.272, -0.183]],
  "nbo_charge": [-0.8582, -0.2248, -0.2151, -0.6984, -0.0489, -0.8181, 0.3598, 0.3647, 0.1973, 0.1801, 0.2016, 0.1687, 0.3746, 0.1588, 0.2007, 0.3417, 0.3324, -0.9798, 0.5011, 0.4616]
}